Entry from OMol25: a molecular structure, C39H53BN10P2PbS2 (the ωB97M-V functional and the def2-TZVPD basis).

Computed properties:
orbital gap (alpha / beta)	5.050 / 5.046	eV
E_HOMO (alpha / beta)	-0.55654 / -0.55654	Ha
multiplicity	2
charge	+3
max |F|	0.0088	hartree/bohr

Positions of all 108 atoms, in Å:
Pb1 0.627 -0.726 -0.799
C1 -1.334 -0.184 -4.947
C2 -0.433 0.197 -3.955
N1 -0.372 -0.733 -3.003
N2 -1.199 -1.741 -3.372
C3 -1.797 -1.418 -4.532
B1 -1.195 -3.106 -2.589
N3 0.297 -3.520 -2.353
C4 0.928 -4.588 -2.868
C5 2.273 -4.507 -2.567
C6 2.396 -3.333 -1.837
N4 1.203 -2.750 -1.702
N5 -1.858 -2.860 -1.192
C7 -2.958 -3.368 -0.617
C8 -3.123 -2.786 0.630
C9 -2.058 -1.908 0.744
N6 -1.295 -1.957 -0.351
N7 -1.872 -4.156 -3.417
C10 -1.599 -4.474 -4.718
C11 -2.248 -5.640 -5.017
C12 -2.896 -5.993 -3.817
N8 -2.662 -5.118 -2.864
H1 -1.595 0.342 -5.847
H2 0.175 1.086 -3.888
H3 -2.502 -2.086 -4.997
H4 0.382 -5.343 -3.408
H5 3.046 -5.202 -2.841
H6 3.270 -2.879 -1.401
H7 -3.521 -4.128 -1.130
H8 -3.903 -2.989 1.341
H9 -1.781 -1.248 1.554
H10 -0.955 -3.862 -5.328
H11 -2.250 -6.167 -5.954
H12 -3.523 -6.847 -3.618
C13 1.147 -1.090 5.724
C14 0.689 -1.277 4.274
C15 -0.154 -2.545 4.094
P1 -0.131 0.185 3.546
C16 -1.366 1.036 4.636
C17 -2.336 0.015 5.233
C18 -0.692 1.895 5.705
C19 1.053 1.269 2.913
C20 2.446 1.258 3.141
C21 3.181 2.344 2.773
C22 2.581 3.465 2.118
C23 1.255 3.504 1.853
C24 0.446 2.348 2.165
N9 -0.784 2.148 1.717
C25 -1.616 3.262 1.549
C26 -1.619 4.321 2.465
C27 -2.437 5.421 2.271
C28 -3.265 5.483 1.160
C29 -3.297 4.428 0.258
C30 -2.506 3.299 0.459
P2 -2.626 1.936 -0.706
C31 -2.557 2.513 -2.430
C32 -1.399 3.497 -2.605
C33 -3.873 3.047 -3.018
C34 -4.039 0.849 -0.333
C35 -5.303 1.662 -0.018
C36 -4.233 -0.165 -1.465
H13 1.784 -1.933 5.995
H14 0.307 -1.085 6.419
H15 1.723 -0.176 5.872
H16 1.568 -1.365 3.624
H17 -1.093 -2.489 4.644
H18 0.403 -3.396 4.484
H19 -0.372 -2.745 3.045
H20 -1.925 1.676 3.952
H21 -1.851 -0.623 5.970
H22 -2.795 -0.620 4.473
H23 -3.134 0.552 5.744
H24 -0.144 1.291 6.428
H25 -1.468 2.434 6.250
H26 -0.004 2.625 5.278
H27 2.907 0.444 3.682
H28 4.236 2.381 3.008
H29 3.214 4.287 1.812
H30 0.822 4.326 1.303
H31 -0.992 4.262 3.345
H32 -2.428 6.231 2.987
H33 -3.902 6.342 1.000
H34 -3.974 4.485 -0.582
H35 -2.312 1.593 -2.973
H36 -1.639 4.476 -2.189
H37 -1.204 3.629 -3.669
H38 -0.476 3.148 -2.136
H39 -4.212 3.964 -2.541
H40 -4.678 2.316 -2.993
H41 -3.678 3.284 -4.064
H42 -3.733 0.308 0.569
H43 -5.630 2.258 -0.869
H44 -5.178 2.312 0.845
H45 -6.098 0.950 0.210
H46 -4.750 0.279 -2.315
H47 -4.846 -0.987 -1.099
H48 -3.289 -0.587 -1.814
S1 2.784 -1.626 1.234
C37 3.018 -3.262 1.592
N10 4.161 -3.782 1.987
C38 4.230 -5.213 2.282
C39 2.844 -5.814 1.977
S2 1.759 -4.436 1.474
H49 4.979 -3.192 2.055
H50 4.500 -5.354 3.328
H51 5.003 -5.669 1.666
H52 2.412 -6.292 2.852
H53 2.883 -6.537 1.167



Entry from OMol25: 2 unconnected molecules or ions with the total composition CH3ClOSi at a distorted geometry (the ωB97M-V functional and the def2-TZVPD basis).

Computed properties:
orbital gap	8.685	eV
energy above the lowest of the compared OMol25 structures with the same formula, charge and spin	60.53	kcal per mole
E_HOMO	-0.34389	Ha
max |F|	0.0861	hartree/bohr

Positions of all 7 atoms, in Å:
C1 0.626 -0.961 0.335
O1 1.550 -1.257 -0.393
Si1 -0.552 0.320 -0.360
Cl1 -2.518 0.223 0.156
H1 0.594 -1.414 1.467
H2 0.570 2.036 0.421
H3 -0.271 1.053 -1.625



Entry from OMol25: 9 unconnected molecules or ions with the total composition C34H27B2N7O22 at a distorted geometry (the ωB97M-V functional and the def2-TZVPD basis).

Computed properties:
orbital gap	7.129	eV
energy above the lowest of the compared OMol25 structures with the same formula, charge and spin	0.00	kcal per mole
E_HOMO	-0.18737	Ha
charge	-2
max |F|	0.1102	hartree/bohr

Positions of all 92 atoms, in Å:
O1 0.261 -3.813 -1.329
C1 -0.045 -2.996 -0.467
O2 -0.624 -3.205 0.652
B1 -0.785 -1.903 1.361
O3 -0.010 -0.980 0.498
C2 0.353 -1.538 -0.575
O4 0.930 -1.034 -1.565
O5 -0.355 -1.953 2.777
C3 -1.406 -1.822 3.591
O6 -1.360 -1.959 4.817
C4 -2.669 -1.478 2.774
O7 -2.318 -1.644 1.523
O8 -3.826 -1.238 3.250
O9 2.914 -5.206 -0.277
C5 3.091 -4.940 0.904
O10 2.488 -3.898 1.557
B2 2.958 -3.958 2.975
O11 3.923 -5.071 3.032
C6 3.874 -5.768 1.887
O12 4.558 -6.791 1.720
O13 3.474 -2.683 3.306
C7 2.798 -2.187 4.379
O14 3.005 -1.093 4.851
C8 1.790 -3.227 4.867
O15 1.842 -4.180 3.931
O16 1.078 -3.153 5.865
C9 3.576 -0.737 -3.347
C10 3.306 -2.151 -3.129
N1 3.076 -3.253 -3.013
H1 2.781 -0.312 -3.960
H2 4.602 -0.694 -3.712
H3 3.568 -0.287 -2.354
C11 -3.384 -4.966 -0.742
C12 -2.375 -5.562 -1.616
N2 -1.583 -6.019 -2.295
H4 -3.071 -4.395 0.132
H5 -3.943 -5.801 -0.319
H6 -4.075 -4.379 -1.346
C13 -0.806 -1.235 -4.434
C14 -0.163 -2.541 -4.415
N3 0.335 -3.621 -4.379
H7 -1.717 -1.232 -5.031
H8 -0.205 -0.584 -5.068
H9 -1.017 -0.863 -3.431
C15 -3.844 0.180 -0.529
C16 -3.414 -0.978 -1.399
N4 -3.117 -1.866 -2.046
H10 -3.728 1.145 -1.022
H11 -3.156 0.143 0.315
H12 -4.908 0.096 -0.307
C17 -6.263 3.186 2.051
C18 -5.521 2.034 2.362
C19 -4.176 1.996 2.066
C20 -3.484 3.073 1.580
C21 -4.299 4.220 1.280
C22 -5.644 4.320 1.542
N5 -2.000 3.031 1.316
O17 -1.433 4.054 0.864
O18 -1.415 2.001 1.667
H13 -7.337 3.123 2.152
H14 -5.996 1.141 2.739
H15 -3.635 1.089 2.291
H16 -3.799 5.101 0.906
H17 -6.205 5.235 1.421
C23 2.898 0.108 1.633
C24 1.985 1.161 1.813
C25 2.455 2.450 1.779
C26 3.791 2.744 1.395
C27 4.647 1.672 1.022
C28 4.191 0.376 1.161
N6 4.244 4.196 1.404
O19 3.338 5.060 1.538
O20 5.394 4.496 1.213
H18 2.525 -0.904 1.671
H19 0.974 0.914 2.102
H20 1.751 3.231 2.025
H21 5.635 1.762 0.596
H22 4.791 -0.488 0.919
C29 1.007 2.999 -1.568
C30 1.094 4.405 -1.431
C31 0.959 5.265 -2.556
C32 0.545 4.613 -3.764
C33 0.356 3.215 -3.884
C34 0.621 2.388 -2.783
N7 0.357 5.434 -4.947
O21 -0.388 5.005 -5.849
O22 1.023 6.425 -5.193
H23 1.333 2.353 -0.767
H24 1.419 4.763 -0.465
H25 1.160 6.324 -2.620
H26 -0.007 2.732 -4.779
H27 0.426 1.326 -2.761



> Which of these has the highest max |F|?

C34H27B2N7O22



> Look up the max |F| of the first one.

0.0088 hartree/bohr



> What is the max |F| in the third record?

0.1102 hartree/bohr



> Which value of max |F| does entry 3 give?

0.1102 hartree/bohr